(1)
This record from OMol25 describes 9 unconnected molecules or ions with the total composition C23H37Br2NO13. The level of theory is the ωB97M-V functional and the def2-TZVPD basis.

As for the spin multiplicity: 1. The calculation puts the total energy at -7078.9391 hartree. Its LUMO energy is -0.06542 Eh. As for the structure (SMILES): CCCCc1c(COO)cc2c(c1N=C=O)C(=O)c1c(cccc1[C@H](Br)[C@@H](C)Br)C2=O.O.O.O.O.O.O.O.O.

Element x y z (Å)
C: -2.7896 -5.5657 -0.8938
C: -1.7667 -6.5720 -0.1633
C: -0.2926 -5.9163 0.1184
C: -0.3945 -5.2085 1.5778
C: -1.0289 -3.7305 1.4388
C: -2.4148 -3.4610 2.1837
C: -3.1983 -4.5945 3.0266
O: -2.8115 -4.5187 4.4372
O: -1.7716 -3.6536 4.5361
C: -3.1402 -2.0434 2.1040
C: -2.4183 -0.9089 1.3011
C: -1.0349 -1.1840 0.5617
C: -0.3073 -2.6018 0.5989
N: 0.9638 -2.7354 -0.1685
C: 1.9636 -3.0869 0.6388
O: 2.8434 -3.8370 1.1456
C: -0.3635 0.0539 -0.2532
O: 0.2216 -0.1322 -1.3770
C: -0.5005 1.4905 0.4637
C: -1.9034 1.7743 1.1656
C: -2.2136 3.1292 1.8974
C: -1.0614 4.2118 1.9301
C: 0.3481 3.9350 1.2433
C: 0.6701 2.5660 0.4875
C: 2.1158 2.2729 -0.1820
Br: 3.5241 2.4375 1.2597
C: 2.4214 3.1928 -1.4721
C: 2.9313 4.6863 -1.1076
Br: 3.9472 2.3170 -2.4605
C: -3.0242 0.5970 1.1303
O: -4.2623 0.8507 0.9904
H: -2.9382 -4.5570 -0.3691
H: -3.8452 -6.0332 -1.0206
H: -2.3254 -5.3190 -1.9328
H: -1.6178 -7.4778 -0.8626
H: -2.1314 -6.9862 0.8450
H: 0.5547 -6.7016 0.0838
H: -0.1312 -5.0968 -0.6905
H: 0.6656 -5.0550 2.0405
H: -0.9562 -5.9078 2.2921
H: -4.3463 -4.4179 2.9423
H: -3.0256 -5.6416 2.5526
H: -0.9629 -4.2432 4.5193
H: -4.1493 -1.8966 2.6228
H: -3.2401 3.2451 2.3860
H: -1.2971 5.2103 2.4694
H: 1.1647 4.7318 1.2976
H: 2.1693 1.1596 -0.5104
H: 1.4798 3.3033 -2.1190
H: 2.1213 5.2755 -0.5255
H: 3.0732 5.2626 -2.1100
H: 3.9466 4.7096 -0.5774
O: 0.2141 5.2855 -2.1750
H: -0.6682 5.3838 -1.7923
H: 0.2309 5.9321 -2.8924
O: 0.2201 6.8747 2.0717
H: 0.8006 7.1907 1.3655
H: -0.2098 7.6770 2.3974
O: 2.7715 6.0257 2.7825
H: 1.9549 6.4035 3.1373
H: 2.5988 5.0748 2.7619
O: -0.0430 -4.2215 -2.8967
H: 0.8860 -4.2358 -3.1610
H: -0.1446 -3.3769 -2.4372
O: 7.5919 2.0945 -2.6503
H: 6.6672 2.3733 -2.6384
H: 7.8837 2.2937 -3.5493
O: 5.3495 1.8967 -5.5552
H: 4.6346 1.8945 -4.9040
H: 4.9302 1.5769 -6.3641
O: -3.6276 -0.9790 -2.3435
H: -3.9415 -0.9009 -1.4327
H: -2.6803 -0.8010 -2.2770
O: -1.8749 3.3754 -2.2653
H: -1.6921 2.8796 -3.0737
H: -1.3128 2.9538 -1.6004

Force components x, y, z for each atom (eV/Å):
0.184 0.025 -0.367
0.777 -0.255 -0.383
-1.232 0.558 0.110
1.181 0.969 -0.531
-1.586 1.625 0.387
0.550 3.044 -2.037
-0.316 0.433 -1.805
-2.098 -1.610 -1.472
3.161 0.511 0.814
3.946 -0.979 -2.147
1.236 -2.296 -0.154
-1.077 -1.545 1.202
-4.232 1.734 1.857
2.487 -0.901 5.294
0.889 -5.021 -0.988
-5.156 5.582 -2.859
0.965 -0.671 -1.800
-2.385 1.001 4.800
-0.510 2.104 1.229
1.808 1.768 0.182
3.990 -1.322 -2.183
0.194 -3.235 -1.560
-2.807 -2.599 -0.084
-3.340 0.754 1.533
-1.346 -0.669 -0.437
-0.849 -0.014 -0.897
0.044 1.433 1.480
-0.169 0.377 -0.879
-1.078 0.287 0.437
-1.827 0.455 -0.179
5.226 -1.204 0.825
0.346 -1.548 -0.538
1.902 0.668 0.113
-0.995 -0.485 1.733
-0.326 1.364 1.092
0.218 0.598 -1.546
-1.464 1.297 0.125
0.030 -1.615 1.384
-1.720 -0.337 -0.842
0.644 1.365 -1.013
2.038 -0.075 0.287
0.001 1.720 1.059
-1.070 0.854 0.087
1.748 -0.096 -0.921
1.783 0.002 -0.822
0.788 -2.040 -1.204
-1.459 -1.363 -0.052
-0.233 2.075 0.670
1.589 -0.562 0.818
1.436 -1.203 -0.918
-0.306 -1.092 1.718
-1.658 -0.281 -0.615
-0.043 0.574 -0.028
0.023 -0.320 -0.183
0.043 -0.141 0.100
-0.102 0.686 0.010
-0.004 -0.116 0.089
0.010 -0.124 -0.056
-0.028 -0.185 0.050
0.077 -0.097 -0.135
0.213 0.112 0.087
0.143 0.159 0.025
-0.173 0.006 0.036
0.037 -0.076 -0.109
-0.080 0.127 -0.180
0.178 -0.025 0.049
-0.086 -0.088 0.136
-0.245 -0.072 -0.072
0.108 0.047 -0.120
0.150 0.053 0.125
0.212 0.068 0.274
-0.042 -0.004 -0.153
-0.135 -0.063 -0.082
-0.016 -0.294 0.043
-0.063 0.132 0.112
-0.103 0.050 -0.024

(2)
This record from OMol25 describes a molecular structure, C3H3N3O2. The level of theory is the ωB97M-V functional and the def2-TZVPD basis.

As for the spin multiplicity: 1. The calculation puts the total energy at -430.5883 hartree. Its LUMO energy is -0.06464 Eh. The relative energy (zero: lowest compared OMol25 entry of this formula, charge and spin) is 873.4 kJ/mol.

Element x y z (Å)
C: 0.5658 -0.0139 -0.7607
C: -0.5362 0.1112 1.3922
C: -1.6855 0.4491 0.6437
H: 2.6732 -0.3961 -0.4911
H: -0.3623 0.1351 2.4170
H: -2.5790 0.6411 1.3636
N: 1.2349 -0.4710 -1.7665
N: 0.6615 -0.2013 0.6932
N: -1.6970 0.6531 -0.6368
O: 2.3271 -1.2202 -1.4429
O: -0.6024 0.3130 -1.4117

Force components x, y, z for each atom (eV/Å):
-0.624 -2.649 -0.723
6.680 -1.702 -5.395
-1.505 0.907 1.099
-0.367 -4.546 -3.670
-0.408 -0.183 1.717
1.008 -0.018 -2.303
0.028 -0.096 1.405
-3.893 2.091 0.166
-0.582 -0.411 0.310
2.744 4.459 4.910
-3.082 2.149 2.484

(3)
This record from OMol25 describes 3 unconnected molecules or ions with the total composition C5H9F. The level of theory is the ωB97M-V functional and the def2-TZVPD basis.

As for the spin multiplicity: 1. The calculation puts the total energy at -295.4984 hartree. Its LUMO energy is 0.02425 Eh. The relative energy (zero: lowest compared OMol25 entry of this formula, charge and spin) is 687.1 kJ/mol.

Element x y z (Å)
C: -1.2347 -0.1752 0.9591
C: -0.4527 -0.2736 -0.3672
C: 0.3592 -1.4284 -0.9865
C: 0.5177 0.9423 -0.3970
C: 1.4230 1.1516 0.6322
H: -2.1985 0.8115 0.4569
H: -0.3642 0.4035 2.0638
H: -1.6594 -1.4130 1.1438
H: 1.0686 -0.9244 -1.6661
H: -0.3576 -2.2691 -1.4807
H: 0.6762 -1.8943 0.1139
H: 0.4501 1.7596 -1.4379
H: 1.5356 0.7566 1.6343
H: 1.7879 2.4047 0.6811
F: -1.5512 0.1480 -1.3498

Force components x, y, z for each atom (eV/Å):
-0.791 -0.296 0.709
-0.443 3.436 -1.821
-2.767 -2.250 2.906
1.166 1.770 -0.055
-1.248 5.581 -2.157
2.856 -3.368 2.435
-3.158 -2.176 -3.529
0.790 4.167 0.060
0.036 -1.187 0.511
1.822 2.151 1.009
0.417 0.783 -3.283
0.216 -2.818 3.547
-0.184 -0.793 -0.463
-0.390 -4.046 -0.495
1.677 -0.954 0.627

(4)
This record from OMol25 describes 4 unconnected molecules or ions with the total composition C4H15NO3. The level of theory is the ωB97M-V functional and the def2-TZVPD basis.

As for the spin multiplicity: 1. The calculation puts the total energy at -441.7961 hartree. Its LUMO energy is 0.01431 Eh. The relative energy (zero: lowest compared OMol25 entry of this formula, charge and spin) is 225.1 kJ/mol. As for the structure (SMILES): C/C=C/NC.O.O.O.

Element x y z (Å)
C: -2.8578 -0.9775 -0.3901
C: -1.6460 -1.8395 -0.2979
C: -0.4252 -1.4257 -0.6892
N: 0.8128 -2.0448 -0.5351
C: 2.0024 -1.4554 -1.1416
H: -3.0107 -0.6572 0.7685
H: -2.7132 0.0217 -0.8205
H: -3.7247 -1.4698 -0.6819
H: -1.9148 -2.8127 0.1165
H: -0.3020 -0.3294 -0.8631
H: 0.7473 -3.1075 -0.5216
H: 2.5113 -2.0270 -2.0052
H: 1.7211 -0.4199 -1.4702
H: 2.7473 -1.3791 -0.3927
O: 0.9370 1.0873 2.5435
H: 0.2363 0.9213 3.2894
H: 0.9711 0.2678 2.0678
O: 2.2517 1.4493 -0.4622
H: 3.2817 1.5762 -0.3923
H: 1.9246 1.9046 0.2593
O: -1.2513 4.4112 0.1914
H: -0.5254 3.7660 0.4183
H: -1.7734 4.5401 1.0089

Force components x, y, z for each atom (eV/Å):
1.584 2.484 4.268
0.290 -0.170 -1.046
-0.148 0.948 1.125
-0.477 -2.462 -0.365
-0.401 0.005 -1.680
-0.332 -0.690 -2.282
-0.021 -0.539 -0.520
-1.503 -0.717 -0.794
0.739 -0.114 -0.239
-0.247 -0.920 -0.442
0.323 2.142 -0.034
-1.236 0.625 1.015
0.532 -1.177 0.179
0.896 0.303 0.743
-2.025 0.373 2.511
2.059 0.454 -2.231
-0.021 -0.830 -0.449
4.221 -0.853 -2.077
-3.116 -0.375 -0.222
-1.111 1.530 2.530
0.717 -0.830 0.821
-1.303 1.056 -0.192
0.581 -0.246 -0.620

(5)
This record from OMol25 describes 2 unconnected molecules or ions with the total composition C3H9NO2S. The level of theory is the ωB97M-V functional and the def2-TZVPD basis.

As for the spin multiplicity: 1. The calculation puts the total energy at -723.1263 hartree. Its LUMO energy is 0.02120 Eh. The relative energy (zero: lowest compared OMol25 entry of this formula, charge and spin) is 110.3 kJ/mol. As for the structure (SMILES): O=CNCCS.O.

Element x y z (Å)
O: -2.0501 0.5130 1.6325
C: -1.5175 0.8343 0.5880
N: -0.1978 1.1303 0.4678
C: 0.5702 1.0524 -0.7546
C: 0.6611 -0.2970 -1.4626
S: -0.8915 -0.7876 -2.3606
H: -2.1198 0.8203 -0.3336
H: 0.2355 0.8326 1.3361
H: 0.2070 1.7591 -1.5033
H: 1.5745 1.3210 -0.4269
H: 1.4863 -0.2430 -2.1677
H: 0.8449 -1.1114 -0.7696
H: -0.8265 -2.0423 -1.9196
O: 0.9501 -0.9800 2.4503
H: -0.0163 -0.9472 2.3980
H: 1.0898 -1.8544 2.8259

Force components x, y, z for each atom (eV/Å):
0.346 0.041 0.371
-0.755 -0.431 -0.654
-0.777 -0.565 0.590
0.127 -0.191 -0.041
-0.470 -0.284 0.013
0.633 0.269 0.269
0.288 0.441 -0.111
0.651 0.333 -0.286
0.065 0.345 0.299
0.096 0.208 -0.445
-0.012 -0.069 -0.129
0.213 0.083 0.188
-0.216 -0.181 -0.081
-0.444 -0.220 -0.063
-0.060 0.236 0.025
0.315 -0.014 0.055